C40H45CuN3OP as an isolated structure, computed with ωB97M-V/def2-TZVPD.

Cartesian coordinates (Å):
Cu (0.694, 0.060, -0.760)
O (3.187, -1.135, -1.900)
N (2.636, -0.706, -0.705)
C (3.479, -0.804, 0.238)
C (3.270, -0.438, 1.652)
C (4.448, -0.335, 2.391)
C (4.427, -0.003, 3.735)
C (3.211, 0.213, 4.365)
C (2.032, 0.095, 3.643)
C (2.039, -0.224, 2.289)
P (0.415, -0.419, 1.466)
C (-0.617, 0.872, 2.208)
C (-1.427, 0.631, 3.314)
C (-2.196, 1.657, 3.844)
C (-2.159, 2.923, 3.275)
C (-1.350, 3.169, 2.172)
C (-0.582, 2.146, 1.637)
C (-0.204, -2.004, 2.063)
C (0.631, -2.930, 2.682)
C (0.136, -4.178, 3.041)
C (-1.186, -4.505, 2.775)
C (-2.020, -3.588, 2.147)
C (-1.530, -2.344, 1.782)
H (2.464, -1.095, -2.541)
H (4.465, -1.176, -0.030)
H (5.397, -0.514, 1.896)
H (5.354, 0.080, 4.286)
H (3.177, 0.469, 5.416)
H (1.087, 0.264, 4.145)
H (-1.467, -0.357, 3.758)
H (-2.829, 1.464, 4.701)
H (-2.767, 3.718, 3.689)
H (-1.329, 4.152, 1.719)
H (0.023, 2.341, 0.757)
H (1.666, -2.686, 2.890)
H (0.786, -4.893, 3.529)
H (-1.567, -5.479, 3.057)
H (-3.049, -3.843, 1.929)
H (-2.181, -1.637, 1.279)
C (-3.053, 1.487, -0.103)
C (-3.961, 0.365, -0.604)
C (-4.871, 0.820, -1.760)
C (-3.344, -1.020, -0.872)
C (-4.176, -2.092, -0.536)
C (-3.808, -3.409, -0.739)
C (-2.582, -3.675, -1.318)
C (-1.714, -2.650, -1.679)
C (-0.406, -3.088, -2.338)
C (0.063, -2.289, -3.555)
C (0.693, -3.265, -1.283)
C (-2.083, -1.324, -1.416)
N (-1.099, -0.302, -1.648)
C (-1.333, 0.662, -2.495)
C (-0.410, 1.700, -2.655)
C (-0.473, 2.883, -3.386)
C (0.685, 3.588, -3.071)
C (1.426, 2.803, -2.169)
N (0.767, 1.651, -1.925)
C (2.800, 3.134, -1.618)
C (2.871, 2.867, -0.109)
C (3.108, 4.612, -1.866)
C (3.854, 2.283, -2.342)
H (-3.676, 2.351, 0.137)
H (-2.298, 1.828, -0.815)
H (-2.540, 1.196, 0.814)
H (-4.642, 0.175, 0.226)
H (-4.367, 0.810, -2.725)
H (-5.242, 1.833, -1.584)
H (-5.732, 0.155, -1.849)
H (-5.145, -1.873, -0.099)
H (-4.477, -4.217, -0.469)
H (-2.294, -4.701, -1.523)
H (-0.623, -4.081, -2.733)
H (0.367, -1.265, -3.319)
H (-0.730, -2.194, -4.300)
H (0.898, -2.813, -4.027)
H (0.872, -2.331, -0.742)
H (1.637, -3.585, -1.735)
H (0.395, -4.007, -0.539)
H (-2.245, 0.665, -3.085)
H (-1.285, 3.194, -4.030)
H (0.968, 4.563, -3.440)
H (2.309, 3.623, 0.447)
H (3.909, 2.902, 0.233)
H (2.469, 1.885, 0.156)
H (2.336, 5.258, -1.440)
H (3.193, 4.833, -2.932)
H (4.061, 4.869, -1.398)
H (3.691, 1.217, -2.174)
H (4.856, 2.536, -1.981)
H (3.820, 2.469, -3.418)

Properties
* frontier orbital gap (alpha / beta): 7.1 / 5.7 eV
* spin multiplicity: 2
* LUMO (alpha / beta): -0.115 / -0.167 Ha
* highest occupied orbital energy (alpha / beta): -10.27 / -10.28 eV
* charge: +1
* ⟨S²⟩: 0.755

natural (NBO) population analysis, charges in e, atoms 1 to 6: 1.25, -0.53, -0.23, 0.09, -0.02, -0.19

=====

A 9-piece molecular cluster, C40H45N9O4 overall, computed with ωB97M-V/def2-TZVPD.

Cartesian coordinates (Å):
O (16.878, 9.833, 12.903)
N (16.954, 10.988, 12.542)
O (16.920, 11.369, 11.367)
C (17.069, 12.007, 13.600)
C (17.370, 13.337, 13.236)
C (17.539, 14.281, 14.272)
C (17.616, 13.824, 15.576)
C (17.312, 12.487, 15.912)
C (16.979, 11.568, 14.943)
H (17.416, 13.709, 12.286)
H (17.806, 15.263, 13.943)
H (17.692, 14.587, 16.335)
H (17.262, 12.138, 16.969)
H (16.804, 10.563, 15.192)
O (17.724, 17.642, 20.860)
N (17.245, 16.569, 20.649)
O (17.743, 15.460, 20.805)
C (15.873, 16.441, 20.173)
C (15.382, 17.629, 19.647)
C (14.065, 17.697, 19.206)
C (13.284, 16.564, 19.364)
C (13.778, 15.398, 19.953)
C (15.082, 15.353, 20.407)
H (16.011, 18.486, 19.461)
H (13.628, 18.601, 18.729)
H (12.175, 16.545, 19.098)
H (12.996, 14.713, 20.233)
H (15.364, 14.515, 20.923)
C (10.965, 7.834, 21.465)
C (11.465, 7.349, 20.169)
C (12.798, 7.642, 20.152)
N (13.151, 8.279, 21.356)
C (12.025, 8.476, 22.116)
H (9.984, 7.651, 21.891)
H (10.841, 6.724, 19.566)
H (13.541, 7.600, 19.393)
H (14.107, 8.639, 21.390)
H (12.097, 8.880, 23.168)
C (15.726, 11.680, 22.566)
C (14.471, 11.333, 21.970)
C (14.697, 11.533, 20.591)
N (15.956, 11.938, 20.437)
C (16.639, 12.028, 21.601)
H (16.099, 11.579, 23.601)
H (13.547, 11.082, 22.465)
H (13.897, 11.513, 19.851)
H (16.275, 12.314, 19.534)
H (17.687, 12.308, 21.616)
C (14.188, 17.347, 14.045)
C (13.923, 17.402, 15.394)
C (12.640, 16.971, 15.600)
N (12.162, 16.572, 14.409)
C (13.075, 16.826, 13.471)
H (15.113, 17.648, 13.516)
H (14.586, 17.553, 16.189)
H (12.085, 16.928, 16.480)
H (11.258, 16.089, 14.211)
H (12.947, 16.658, 12.416)
C (9.747, 15.616, 12.521)
C (9.120, 15.283, 13.726)
C (9.523, 14.030, 14.080)
N (10.410, 13.561, 13.077)
C (10.521, 14.593, 12.132)
H (9.727, 16.596, 12.000)
H (8.540, 15.953, 14.355)
H (9.270, 13.471, 14.946)
H (10.966, 12.695, 12.949)
H (11.123, 14.413, 11.273)
C (13.804, 13.212, 12.450)
C (13.732, 12.001, 13.179)
C (13.902, 11.009, 12.274)
N (14.195, 11.564, 10.999)
C (14.069, 12.956, 11.143)
H (13.737, 14.180, 12.885)
H (13.744, 11.873, 14.238)
H (14.028, 9.937, 12.441)
H (14.226, 11.078, 10.139)
H (14.267, 13.623, 10.345)
C (8.946, 12.274, 18.805)
C (8.776, 11.173, 17.863)
C (9.493, 10.070, 18.280)
N (10.028, 10.408, 19.530)
C (9.756, 11.745, 19.824)
H (8.562, 13.309, 18.823)
H (8.271, 11.222, 16.914)
H (9.570, 9.035, 17.922)
H (10.570, 9.717, 19.998)
H (10.096, 12.238, 20.679)
C (14.180, 11.876, 17.073)
C (14.057, 13.263, 16.698)
C (12.754, 13.628, 16.855)
N (12.072, 12.534, 17.217)
C (12.921, 11.462, 17.370)
H (15.061, 11.313, 17.019)
H (14.997, 13.877, 16.454)
H (12.224, 14.508, 16.521)
H (11.082, 12.415, 17.428)
H (12.523, 10.485, 17.735)

Properties
* frontier orbital gap: 7.7 eV
* LUMO: -0.016 Ha
* highest occupied orbital energy: -8.12 eV
* charge: 0
* SMILES: O=[N+]([O-])c1ccccc1.O=[N+]([O-])c1ccccc1.c1cc[nH]c1.c1cc[nH]c1.c1cc[nH]c1.c1cc[nH]c1.c1cc[nH]c1.c1cc[nH]c1.c1cc[nH]c1

Löwdin population analysis, charges in e, atoms 1 to 6: 0.07, -0.34, 0.05, -0.12, 0.03, -0.05

=====

C40H46As2CoFO4P as an isolated structure, computed with ωB97M-V/def2-TZVPD.

Cartesian coordinates (Å):
Co (1.085, -1.271, 0.371)
C (-1.596, 1.464, 0.394)
C (-2.098, 0.193, -0.308)
As (-0.791, -0.995, -1.136)
C (-1.816, -2.508, -1.721)
C (-3.148, -2.653, -1.364)
C (-3.857, -3.757, -1.819)
C (-3.231, -4.712, -2.610)
C (-1.893, -4.561, -2.960)
C (-1.182, -3.461, -2.512)
C (-0.412, -0.236, -2.871)
C (0.750, -0.584, -3.549)
C (0.952, -0.143, -4.853)
C (-0.016, 0.626, -5.480)
C (-1.180, 0.965, -4.797)
C (-1.378, 0.537, -3.498)
As (-0.748, 2.850, -0.754)
C (-2.394, 3.791, -1.203)
C (-3.251, 4.281, -0.214)
C (-4.484, 4.820, -0.557)
C (-4.872, 4.876, -1.894)
C (-4.014, 4.418, -2.883)
C (-2.779, 3.877, -2.536)
C (-0.087, 3.997, 0.672)
C (0.654, 3.456, 1.718)
C (1.163, 4.278, 2.720)
C (0.951, 5.648, 2.671)
C (0.236, 6.195, 1.615)
C (-0.271, 5.376, 0.614)
H (-0.892, 1.220, 1.183)
H (-2.460, 1.932, 0.859)
H (-2.832, 0.412, -1.077)
H (-2.588, -0.426, 0.444)
H (-3.651, -1.917, -0.752)
H (-4.900, -3.871, -1.548)
H (-3.785, -5.576, -2.954)
H (-1.405, -5.304, -3.580)
H (-0.145, -3.338, -2.797)
H (1.505, -1.190, -3.076)
H (1.868, -0.401, -5.373)
H (0.124, 0.950, -6.504)
H (-1.939, 1.565, -5.285)
H (-2.293, 0.804, -2.991)
H (-2.952, 4.253, 0.828)
H (-5.144, 5.196, 0.219)
H (-5.841, 5.283, -2.160)
H (-4.303, 4.484, -3.926)
H (-2.105, 3.530, -3.312)
H (0.832, 2.385, 1.775)
H (1.730, 3.843, 3.537)
H (1.350, 6.291, 3.449)
H (0.073, 7.267, 1.568)
H (-0.820, 5.813, -0.210)
C (-0.674, -3.656, 4.026)
C (-1.144, -2.793, 2.870)
C (-2.049, -1.661, 3.337)
C (-1.836, -3.625, 1.809)
O (0.061, -2.233, 2.175)
P (1.054, -1.107, 2.790)
O (1.009, -0.817, 4.211)
O (0.836, 0.002, 1.713)
O (2.373, -1.802, 2.154)
C (3.764, -1.573, 2.713)
C (4.006, -0.081, 2.915)
C (4.714, -2.130, 1.678)
C (3.866, -2.349, 4.015)
H (-1.545, -4.049, 4.553)
H (-0.080, -3.072, 4.732)
H (-0.076, -4.496, 3.662)
H (-2.952, -2.081, 3.779)
H (-2.337, -1.027, 2.493)
H (-1.554, -1.037, 4.084)
H (-2.751, -4.057, 2.217)
H (-1.187, -4.436, 1.466)
H (-2.101, -3.008, 0.949)
H (3.885, 0.458, 1.971)
H (5.023, 0.068, 3.276)
H (3.317, 0.341, 3.651)
H (4.665, -1.552, 0.755)
H (4.478, -3.176, 1.458)
H (5.732, -2.076, 2.067)
H (3.129, -2.000, 4.738)
H (4.863, -2.202, 4.435)
H (3.715, -3.416, 3.836)
F (5.473, 0.077, -3.341)
C (4.475, -0.226, -2.512)
C (4.283, -1.551, -2.167)
C (3.248, -1.871, -1.298)
C (2.443, -0.857, -0.830)
C (2.627, 0.464, -1.186)
C (3.670, 0.796, -2.035)
H (4.941, -2.314, -2.563)
H (3.096, -2.907, -1.011)
H (1.965, 1.242, -0.827)
H (3.855, 1.820, -2.334)

Properties
* frontier orbital gap (alpha / beta): 5.8 / 5.7 eV
* LUMO (alpha / beta): -0.172 / -0.174 Ha
* highest occupied orbital energy (alpha / beta): -10.48 / -10.48 eV
* charge: +1

Löwdin population analysis, charges in e, atoms 1 to 6: 0.53, -0.41, -0.38, 1.38, -0.37, -0.11

=====

C40H46AsN8RuS2Si2Te as an isolated structure, computed with ωB97M-V/def2-TZVPD.

Cartesian coordinates (Å):
Ru (0.199, 1.186, -0.215)
N (3.590, -0.266, 2.118)
C (2.432, 0.143, 1.554)
S (2.549, 1.264, 0.234)
N (1.336, -0.404, 2.038)
N (0.212, -0.036, 1.374)
C (-0.912, -0.554, 1.735)
C (-1.046, -1.449, 2.921)
C (-0.515, -1.063, 4.152)
C (-0.623, -1.889, 5.262)
C (-1.260, -3.117, 5.162)
C (-1.794, -3.514, 3.943)
C (-1.687, -2.687, 2.833)
C (-2.047, -0.208, 0.858)
C (-3.354, -0.610, 1.102)
C (-4.349, -0.340, 0.182)
C (-4.026, 0.356, -0.967)
C (-2.732, 0.809, -1.107)
N (-1.769, 0.562, -0.215)
H (4.397, 0.316, 1.977)
H (3.516, -0.752, 2.998)
H (-0.022, -0.106, 4.238)
H (-0.200, -1.573, 6.209)
H (-1.338, -3.765, 6.028)
H (-2.284, -4.476, 3.847)
H (-2.065, -3.027, 1.878)
H (-3.575, -1.132, 2.023)
H (-5.368, -0.660, 0.360)
H (-4.764, 0.569, -1.729)
H (-2.443, 1.404, -1.962)
S (1.196, 0.646, -7.638)
N (0.578, 1.856, -6.770)
C (0.563, 1.430, -5.524)
C (0.135, 2.203, -4.382)
C (-0.348, 3.505, -4.485)
C (-0.710, 4.162, -3.341)
C (-0.536, 3.518, -2.124)
N (-0.057, 2.282, -1.995)
C (0.241, 1.599, -3.125)
C (0.704, 0.224, -2.952)
N (0.735, -0.235, -1.688)
C (1.271, -1.504, -1.433)
C (1.884, -2.225, -2.553)
C (1.785, -1.767, -3.799)
C (1.150, -0.492, -4.038)
C (1.073, 0.105, -5.339)
N (1.468, -0.446, -6.478)
H (-0.420, 3.967, -5.463)
H (-1.100, 5.171, -3.360)
H (-0.782, 4.024, -1.206)
H (1.815, -1.546, -0.499)
H (2.358, -3.177, -2.339)
H (2.186, -2.317, -4.642)
C (2.504, -8.600, -0.114)
C (1.770, -7.286, -0.230)
C (0.551, -7.199, -0.890)
C (-0.125, -5.990, -1.042)
C (-1.462, -5.993, -1.739)
C (0.447, -4.817, -0.514)
Te (-0.553, -2.966, -0.812)
C (1.639, -4.897, 0.218)
C (2.233, -3.706, 0.931)
C (2.287, -6.128, 0.329)
H (1.844, -9.439, -0.338)
H (2.907, -8.738, 0.891)
H (3.344, -8.640, -0.812)
H (0.104, -8.103, -1.298)
H (-1.710, -6.994, -2.099)
H (-1.467, -5.304, -2.586)
H (-2.254, -5.668, -1.059)
H (1.448, -3.067, 1.343)
H (2.854, -3.096, 0.268)
H (2.875, -4.038, 1.748)
H (3.225, -6.174, 0.878)
C (-2.589, 5.500, 0.279)
Si (-2.072, 4.277, 1.604)
C (-1.860, 5.166, 3.241)
C (-3.393, 2.977, 1.817)
As (-0.061, 3.113, 1.188)
Si (1.587, 4.776, 0.753)
C (0.848, 6.496, 0.911)
C (2.893, 4.569, 2.073)
C (2.349, 4.629, -0.948)
H (-3.191, 6.295, 0.731)
H (-3.193, 5.008, -0.491)
H (-1.729, 5.970, -0.207)
H (-2.607, 5.958, 3.363)
H (-0.868, 5.618, 3.327)
H (-1.972, 4.457, 4.067)
H (-4.307, 3.398, 2.253)
H (-3.028, 2.191, 2.483)
H (-3.654, 2.516, 0.862)
H (0.078, 6.548, 1.686)
H (0.400, 6.824, -0.033)
H (1.636, 7.214, 1.171)
H (2.484, 4.808, 3.061)
H (3.751, 5.225, 1.884)
H (3.241, 3.536, 2.085)
H (1.759, 5.156, -1.701)
H (2.438, 3.586, -1.255)
H (3.356, 5.061, -0.938)

Properties
* energy relative to the best compared isomer or geometry (same formula, charge and spin): 32.6 kcal per mole
* frontier orbital gap (alpha / beta): 5.6 / 4.3 eV
* spin multiplicity: 2
* LUMO (alpha / beta): -0.014 / -0.059 Ha
* highest occupied orbital energy (alpha / beta): -5.96 / -5.95 eV
* charge: 0
* ⟨S²⟩: 0.758

Löwdin population analysis, charges in e, atoms 1 to 6: 0.70, 0.08, -0.83, 0.61, 0.02, -0.16

=====

C40H47AgN3OS3Sb as an isolated structure, computed with ωB97M-V/def2-TZVPD.

Cartesian coordinates (Å):
Ag (-0.409, 1.313, 1.685)
N (-1.346, 0.782, 4.470)
C (-0.184, 0.860, 5.227)
C (-0.193, 1.677, 6.362)
C (0.944, 1.856, 7.135)
C (2.117, 1.200, 6.795)
C (2.121, 0.384, 5.672)
C (1.006, 0.205, 4.852)
C (1.181, -0.684, 3.648)
C (1.739, -1.947, 3.901)
C (2.111, -2.791, 2.867)
C (1.947, -2.354, 1.556)
C (1.374, -1.109, 1.312)
C (0.955, -0.240, 2.333)
H (-2.198, 1.016, 4.954)
H (-1.460, -0.006, 3.851)
H (-1.118, 2.173, 6.640)
H (0.904, 2.498, 8.007)
H (3.014, 1.319, 7.389)
H (3.038, -0.122, 5.385)
H (1.882, -2.263, 4.929)
H (2.530, -3.767, 3.082)
H (2.251, -2.986, 0.725)
H (1.233, -0.807, 0.278)
C (-1.544, -4.267, 1.777)
C (-2.886, -3.869, 1.161)
C (-3.372, -2.496, 1.624)
S (-2.358, -1.184, 0.939)
O (-2.673, 0.067, 1.753)
C (-3.192, -1.010, -0.674)
C (-4.028, 0.263, -0.748)
C (-5.353, 0.171, 0.003)
H (-1.233, -5.257, 1.439)
H (-1.617, -4.295, 2.868)
H (-0.747, -3.562, 1.523)
H (-3.652, -4.605, 1.413)
H (-2.812, -3.881, 0.067)
H (-3.254, -2.378, 2.704)
H (-4.409, -2.290, 1.357)
H (-3.794, -1.909, -0.834)
H (-2.391, -0.985, -1.414)
H (-4.201, 0.470, -1.808)
H (-3.440, 1.096, -0.359)
H (-5.964, -0.658, -0.370)
H (-5.935, 1.088, -0.112)
H (-5.183, 0.026, 1.071)
C (1.905, 3.817, 0.108)
N (1.633, 3.877, 1.525)
C (2.709, 3.676, 2.489)
C (1.961, 3.464, 3.815)
N (0.572, 3.742, 3.433)
C (0.423, 3.757, 2.087)
S (-1.089, 3.778, 1.287)
H (2.313, 2.837, -0.154)
H (2.620, 4.595, -0.165)
H (0.979, 3.959, -0.439)
H (3.371, 4.543, 2.506)
H (3.296, 2.797, 2.210)
H (2.297, 4.138, 4.598)
H (2.062, 2.444, 4.163)
H (-0.182, 3.334, 3.964)
S (-0.231, 1.087, -1.195)
Sb (0.342, 0.161, -3.159)
C (0.925, 1.614, -4.545)
C (0.087, 2.708, -4.777)
C (0.506, 3.726, -5.624)
C (1.759, 3.662, -6.221)
C (2.598, 2.583, -5.977)
C (2.183, 1.555, -5.138)
C (-1.126, -0.994, -4.111)
C (-1.819, -0.498, -5.214)
C (-2.857, -1.240, -5.769)
C (-3.200, -2.470, -5.224)
C (-2.510, -2.966, -4.123)
C (-1.476, -2.228, -3.562)
C (1.988, -1.131, -2.999)
C (2.964, -0.810, -2.056)
C (4.053, -1.653, -1.873)
C (4.163, -2.818, -2.625)
C (3.189, -3.143, -3.561)
C (2.096, -2.302, -3.751)
H (-0.875, 2.785, -4.281)
H (-0.141, 4.575, -5.806)
H (2.087, 4.463, -6.872)
H (3.577, 2.540, -6.438)
H (2.838, 0.711, -4.954)
H (-1.551, 0.456, -5.652)
H (-3.395, -0.856, -6.627)
H (-4.010, -3.044, -5.657)
H (-2.779, -3.926, -3.700)
H (-0.950, -2.617, -2.695)
H (2.858, 0.076, -1.438)
H (4.804, -1.409, -1.133)
H (5.008, -3.479, -2.474)
H (3.276, -4.054, -4.141)
H (1.343, -2.561, -4.487)

Properties
* frontier orbital gap: 7.3 eV
* LUMO: 0.016 Ha
* highest occupied orbital energy: -6.86 eV
* charge: 0

Löwdin population analysis, charges in e, atoms 1 to 6: 0.57, 0.10, -0.29, -0.06, -0.11, -0.11

=====

The E results, record by record, are as follows: -3772.36384, -2344.67893, -8148.14259, -5964.09955, -3373.66943 hartree.
The strongest force on any atom results, record by record, are as follows: 0.0091, 0.0741, 0.0328, 0.0134, 0.0170 hartree/bohr.